57
Properties=species:S:1:pos:R:3:nbo_charge:R:1 method="wB97M-V/def2-TZVPD" total_charge=+1 multiplicity=2 s2=0.784 homo_energy_ev="-10.35 / -10.32" relative_energy_ev=2.634
Re 0.3703 0.1043 0.5501 1.387
As -2.6587 -1.1504 -0.0451 2.454
S -0.3982 0.3562 -2.5344 2.399
O 2.1804 1.3833 2.6692 -0.502
O 3.3033 2.6552 -0.4847 -0.353
O 1.8989 5.9421 -0.2258 -0.662
O 0.4177 -0.0911 2.6864 -0.568
O 0.3986 0.5568 -3.6998 -0.919
O 0.8974 -2.0913 0.6883 -0.566
O -1.6577 0.1142 0.5141 -1.134
O -4.2308 -0.4018 -0.0693 -1.003
O 0.5511 -0.1680 -1.4106 -0.971
O 2.5400 0.0777 0.8140 -0.553
O -1.1991 1.4334 -2.0297 -0.951
O -2.5955 -2.4488 0.9378 -1.154
O -0.1632 6.4738 -0.8637 -0.511
N 0.0631 2.0257 0.4592 -0.158
N -1.1553 2.6214 0.5752 -0.366
C -1.4584 -1.0447 -2.8323 -0.252
C 2.2021 2.8385 -0.2156 0.784
C -1.1215 3.9283 0.2290 0.088
C -2.3388 -1.5963 -1.8946 -0.463
C 0.1528 4.2982 -0.0419 -0.238
C -1.3846 -1.5788 -4.1107 -0.195
C 2.2930 -2.2929 0.9615 -0.096
C 1.2337 0.7759 3.4851 0.244
C -3.1164 -2.6893 -2.2649 -0.177
C 0.3222 -3.0883 -0.1991 -0.265
C 0.9157 3.0709 0.0889 -0.188
C -0.6627 -0.7393 3.4109 -0.265
C 3.0899 -1.1764 0.3375 -0.108
C 3.0992 0.5439 2.0659 0.228
C -3.0472 -3.2145 -3.5478 -0.183
C -2.1816 -2.6571 -4.4701 -0.180
C 0.5831 5.6607 -0.4132 0.769
H 3.3397 -0.3212 2.6921 0.169
H 0.6235 1.5707 3.9128 0.201
H -0.7465 -3.0962 -0.0040 0.253
H 2.4101 -2.3060 2.0476 0.197
H 2.6181 -3.2567 0.5721 0.226
H -2.1180 -3.0561 -5.4732 0.234
H -3.7809 -3.1425 -1.5389 0.239
H -4.8043 -0.8311 0.5800 0.510
H 2.9738 -1.1496 -0.7444 0.241
H 3.9882 1.1279 1.8361 0.208
H -1.9347 1.9658 0.5716 0.470
H 0.7364 -4.0611 0.0601 0.195
H -3.6690 -4.0575 -3.8166 0.234
H -2.0128 4.5340 0.2162 0.264
H -1.1420 -1.4294 2.7194 0.259
H 4.1497 -1.2353 0.5886 0.217
H -0.2391 -1.2707 4.2623 0.198
H 0.5488 -2.8344 -1.2343 0.199
H -1.3758 0.0153 3.7407 0.203
H 2.2929 5.3731 0.4463 0.476
H 1.6994 0.1660 4.2661 0.174
H -0.7003 -1.1365 -4.8203 0.259

***

11
Properties=species:S:1:pos:R:3:nbo_charge:R:1 method="wB97M-V/def2-TZVPD" homo_energy_ev="-9.59 / -9.59" relative_energy_ev=2.385 smiles=I[C@@H]1C#CC[C@H]1I
I -0.7944 2.4055 -1.3513 0.071
I -0.3501 -0.4266 2.5309 0.091
C -0.5260 -0.1117 0.4079 -0.265
C 1.5437 0.5598 -0.4105 -0.035
C 1.3848 -0.6780 -0.6172 0.079
C 0.2698 1.1740 0.1412 -0.368
C 0.1130 -1.2230 -0.5249 -0.523
H 0.2191 1.8364 1.0172 0.255
H -1.5323 -0.0564 0.3129 0.207
H 0.1200 -2.2515 -0.0655 0.241
H -0.4477 -1.2282 -1.4409 0.246

***

24
Properties=species:S:1:pos:R:3:nbo_charge:R:1 method="wB97M-V/def2-TZVPD" homo_energy_ev=-8.50 relative_energy_ev=3.034
P -1.7274 1.5490 -0.3911 1.340
O -0.8274 2.3130 -1.5173 -1.029
O -2.9987 1.1039 -1.3500 -1.024
N -2.2738 -0.6181 0.9820 -0.895
C 3.1768 -0.3057 1.1334 -0.200
C 2.4814 -1.5088 0.7985 -0.207
C 1.1208 1.0171 0.7810 -0.162
C 0.4752 -0.1721 0.2847 -0.148
C -0.8114 -0.1041 -0.3216 -0.101
C 2.4610 0.9156 1.1398 -0.221
C 1.1220 -1.3886 0.4737 -0.189
C -1.1375 -0.9210 -1.5122 -0.676
H 4.1864 -0.3747 1.4858 0.218
H 2.9820 -2.4644 0.9258 0.220
H -1.5534 -1.2992 1.1263 0.337
H -2.1981 -0.0292 1.8275 0.342
H -1.2462 -0.2955 -2.3550 0.241
H 0.4741 1.9580 0.7046 0.230
H -1.0399 3.2816 -1.7172 0.513
H -3.8894 0.9433 -0.9907 0.519
H 0.6638 -2.3690 0.0957 0.212
H 2.9951 1.8998 1.4227 0.221
H -0.4028 -1.5980 -1.7366 0.209
H -2.0324 -1.5330 -1.2900 0.250

***

45
Properties=species:S:1:pos:R:3:nbo_charge:R:1 method="wB97M-V/def2-TZVPD" homo_energy_ev=-8.84 smiles="COc1ccc(Cl)cc1S(=O)(=O)N1CCC(O)(c2ccc(Cl)cc2)CC1"
Cl 6.2514 3.2894 -0.5699 0.000
Cl -4.3091 4.3546 0.4857 0.018
S -1.1180 0.3277 -1.2884 2.334
O 3.0830 -2.2665 0.9629 -0.718
O -0.2659 1.4769 -1.4493 -0.958
O -3.3015 -1.3350 -0.4622 -0.478
O -1.3994 -0.4550 -2.4518 -0.925
N -0.5492 -0.6754 -0.0761 -0.679
C 1.5739 -1.6300 -0.8240 -0.450
C 0.0979 -1.8864 -0.5322 -0.232
C 5.1247 2.0071 -0.2896 -0.042
C 3.8384 2.1008 -0.7933 -0.243
C 1.3286 -0.7202 1.5386 -0.418
C -2.8463 2.2446 -0.3433 -0.124
C 5.5160 0.8965 0.4376 -0.229
C 3.3132 -0.0515 0.1552 -0.060
C -4.2741 -2.3321 -0.2299 -0.252
C 2.3322 -1.1766 0.4464 0.242
C -5.0307 1.7558 0.5296 -0.183
C -4.0449 2.6754 0.2071 -0.098
C 0.1212 0.0381 1.0004 -0.247
C 4.6066 -0.1214 0.6584 -0.187
C 2.9379 1.0737 -0.5721 -0.163
C -2.6498 0.8989 -0.5568 -0.396
C -3.6216 -0.0487 -0.2299 0.340
C -4.8241 0.4041 0.3144 -0.285
H -5.9638 2.0959 0.9508 0.232
H 1.9440 1.1777 -0.9797 0.229
H -4.5444 -2.3885 0.8293 0.179
H -0.4275 -2.1850 -1.4389 0.253
H -5.1724 -2.1632 -0.8302 0.184
H -0.6016 0.1911 1.8120 0.203
H 0.9816 -1.6095 2.0718 0.202
H 6.5194 0.8285 0.8276 0.226
H -3.8084 -3.2671 -0.5349 0.207
H 2.4867 -3.0118 1.0931 0.469
H 3.5381 2.9692 -1.3580 0.228
H 1.6342 -0.8675 -1.6002 0.226
H -2.0613 2.9312 -0.6170 0.251
H 1.8521 -0.0910 2.2600 0.237
H 0.4266 1.0215 0.6331 0.226
H 2.0531 -2.5327 -1.2087 0.230
H -5.6079 -0.2887 0.5747 0.228
H 4.9023 -0.9906 1.2223 0.238
H -0.0411 -2.6645 0.2255 0.188

***

Respective energy values: -121378.0593 -21445.6528 -23362.7921 -64534.0073 eV.